ORCA calculation (ωB97M-V/def2-TZVPD) on 20 unconnected molecules or ions with the total composition C70H121F24N29O34S16.

```
294
Properties=species:S:1:pos:R:3:mulliken_charge:R:1
C 16.360 14.774 21.122 -0.229
C 15.107 14.251 20.360 -0.746
N 14.046 15.212 20.531 0.486
C 14.071 16.582 20.275 -0.580
C 12.778 17.149 20.363 -0.644
N 11.932 16.132 20.716 0.234
C 12.656 14.964 20.751 -0.443
C 10.545 16.145 21.104 -0.835
H 17.111 13.995 20.993 0.231
H 16.266 15.044 22.173 0.250
H 16.739 15.694 20.677 -0.052
H 14.794 13.286 20.758 0.367
H 15.389 13.990 19.340 0.236
H 14.984 16.974 19.852 0.725
H 12.377 18.099 20.042 0.480
H 12.238 13.990 20.961 0.412
H 10.000 15.882 20.197 0.382
H 10.212 17.158 21.330 0.306
H 10.378 15.414 21.895 0.311
C 24.275 26.889 15.882 -0.931
C 23.155 26.933 17.018 0.082
N 23.661 26.363 18.293 0.385
C 24.755 26.740 19.056 -0.935
C 24.877 25.932 20.131 -0.477
N 23.776 25.103 20.170 0.897
C 23.076 25.283 18.943 -0.479
C 23.582 24.018 21.137 -0.959
H 25.203 27.439 16.041 0.377
H 23.830 27.328 14.990 0.465
H 24.553 25.872 15.603 -0.039
H 22.313 26.272 16.814 -0.148
H 22.796 27.956 17.129 0.340
H 25.323 27.559 18.640 0.570
H 25.593 26.031 20.934 0.611
H 22.226 24.673 18.673 0.385
H 24.488 23.944 21.738 0.451
H 23.546 23.069 20.601 0.140
H 22.763 24.200 21.833 0.332
C 16.921 26.173 18.197 -0.632
C 16.446 26.708 16.877 -1.001
N 15.288 25.953 16.470 0.406
C 14.174 25.647 17.205 -0.392
C 13.344 24.934 16.348 -0.738
N 13.935 24.828 15.076 0.255
C 15.112 25.481 15.174 -0.498
C 13.450 24.204 13.841 -0.762
H 16.158 26.060 18.967 0.458
H 17.703 26.880 18.475 0.498
H 17.359 25.187 18.035 0.008
H 17.237 26.655 16.129 0.330
H 16.212 27.773 16.867 0.492
H 14.066 26.023 18.212 0.613
H 12.327 24.612 16.516 0.541
H 15.857 25.632 14.408 0.522
H 13.931 24.727 13.014 0.328
H 12.361 24.259 13.814 0.367
H 13.647 23.135 13.771 0.266
C 21.865 21.284 18.556 2.154
C 21.209 19.905 18.225 0.940
N 20.380 19.488 19.310 1.125
C 19.215 20.116 19.693 -0.166
C 18.612 19.374 20.737 -0.379
N 19.546 18.439 21.128 1.226
C 20.608 18.437 20.221 0.107
C 19.364 17.562 22.257 1.086
H 22.380 21.807 17.750 -0.426
H 22.588 21.270 19.371 -1.087
H 21.070 21.937 18.915 -0.100
H 21.872 19.106 17.894 -0.784
H 20.600 20.020 17.329 -0.930
H 18.855 20.967 19.135 -0.213
H 17.682 19.420 21.284 -0.417
H 21.454 17.773 20.118 -0.025
H 19.435 18.176 23.155 -0.370
H 20.152 16.809 22.270 -0.465
H 18.377 17.117 22.131 -0.438
C 24.673 10.230 24.810 -1.273
C 24.580 11.660 24.141 -0.344
N 23.312 11.894 23.588 0.591
C 22.158 11.951 24.295 -0.565
C 21.135 12.026 23.310 -0.848
N 21.681 11.984 22.072 0.445
C 23.041 12.074 22.308 -0.870
C 20.968 12.091 20.807 -0.603
H 25.610 10.154 25.361 0.415
H 24.690 9.372 24.137 0.336
H 23.869 10.131 25.539 0.387
H 25.340 11.907 23.399 0.337
H 24.664 12.487 24.846 0.162
H 22.162 11.952 25.375 0.859
H 20.097 12.161 23.574 0.539
H 23.740 12.103 21.486 0.587
H 21.530 12.828 20.233 0.157
H 19.964 12.491 20.953 0.107
H 20.856 11.182 20.216 0.278
C 19.101 19.996 26.734 -0.515
C 18.161 18.916 27.269 -0.804
N 18.590 17.627 26.855 0.571
C 19.140 16.684 27.708 -0.783
C 19.166 15.478 27.015 -0.741
N 18.588 15.643 25.744 0.384
C 18.193 16.947 25.703 -0.909
C 18.386 14.599 24.737 -0.728
H 19.353 19.913 25.677 -0.161
H 20.016 20.108 27.316 0.371
H 18.658 20.981 26.882 0.427
H 17.135 19.100 26.950 0.265
H 18.107 18.951 28.357 0.521
H 19.391 16.975 28.717 0.580
H 19.487 14.460 27.174 0.801
H 17.708 17.397 24.849 0.830
H 19.134 14.629 23.945 0.036
H 17.381 14.611 24.315 0.416
H 18.460 13.658 25.282 0.464
C 28.402 19.388 27.769 -1.105
C 27.596 19.794 26.489 -0.430
N 26.197 19.511 26.760 0.367
C 25.542 18.308 26.913 -0.845
C 24.199 18.586 26.597 -0.770
N 24.012 19.932 26.547 0.555
C 25.289 20.521 26.595 -0.331
C 22.708 20.519 26.249 -0.604
H 28.087 18.369 27.993 0.337
H 28.081 20.099 28.530 0.330
H 29.474 19.463 27.585 0.407
H 27.872 19.424 25.502 0.079
H 27.817 20.857 26.401 0.418
H 25.976 17.325 27.017 0.544
H 23.386 17.885 26.482 0.883
H 25.481 21.577 26.480 0.434
H 22.863 21.390 25.612 0.445
H 22.057 20.742 27.095 0.449
H 22.052 19.776 25.796 -0.132
C 29.187 18.479 22.617 -1.432
C 27.787 18.172 22.044 0.490
N 27.558 16.917 21.348 0.629
C 28.611 16.270 20.614 -0.313
C 28.017 15.118 20.075 -0.925
N 26.650 15.110 20.338 0.514
C 26.419 16.131 21.219 -1.043
C 25.763 13.977 20.114 -0.560
H 29.999 18.221 21.937 0.452
H 29.244 18.108 23.640 0.286
H 29.197 19.552 22.810 0.414
H 27.637 18.974 21.322 0.026
H 27.046 18.290 22.835 -0.134
H 29.616 16.660 20.549 0.463
H 28.529 14.294 19.603 0.577
H 25.463 16.423 21.628 0.681
H 24.844 14.311 19.631 0.172
H 25.699 13.468 21.076 0.208
H 26.300 13.358 19.396 0.433
C 26.579 23.479 10.551 -1.330
C 26.518 23.344 12.054 -0.283
N 25.544 22.386 12.486 0.483
C 25.481 21.050 12.148 -1.084
C 24.293 20.515 12.665 -0.129
N 23.636 21.518 13.390 0.661
C 24.454 22.637 13.285 -0.672
C 22.307 21.474 13.929 -0.714
H 27.045 22.684 9.970 0.376
H 27.037 24.397 10.182 0.361
H 25.580 23.358 10.130 0.384
H 26.328 24.386 12.308 0.256
H 27.488 23.076 12.473 0.329
H 26.164 20.656 11.410 0.497
H 23.774 19.592 12.453 0.525
H 24.257 23.624 13.676 0.445
H 22.046 22.511 14.136 0.118
H 22.391 20.924 14.866 -0.035
H 21.573 21.093 13.218 0.556
C 17.431 19.630 15.921 -0.626
C 16.444 20.734 15.730 -0.472
N 15.812 21.086 17.032 0.651
C 15.009 20.236 17.814 -1.824
C 14.758 20.891 19.019 0.069
N 15.320 22.140 18.876 0.649
C 15.918 22.313 17.623 -0.490
C 15.250 23.176 19.920 0.294
H 17.257 18.997 16.791 0.352
H 18.456 19.998 15.960 -0.247
H 17.314 18.958 15.071 0.427
H 15.613 20.569 15.044 0.577
H 16.932 21.582 15.250 -0.050
H 14.592 19.294 17.490 0.609
H 14.279 20.567 19.932 0.824
H 16.404 23.216 17.285 0.461
H 16.152 23.788 19.904 -0.292
H 14.841 22.711 20.816 -0.088
H 14.566 23.931 19.531 0.099
C 27.868 17.604 16.578 -1.186
C 26.618 18.353 16.350 -0.266
N 25.788 18.367 17.519 0.883
C 24.724 17.512 17.841 -0.658
C 24.248 17.987 19.067 -0.194
N 24.903 19.148 19.477 2.390
C 25.748 19.393 18.416 -1.348
C 24.678 19.920 20.708 0.020
H 27.614 16.581 16.857 0.265
H 28.501 18.043 17.349 0.277
H 28.516 17.537 15.704 0.452
H 26.049 17.900 15.539 0.157
H 26.752 19.400 16.079 0.149
H 24.487 16.578 17.354 0.590
H 23.512 17.526 19.710 -0.603
H 26.290 20.323 18.333 0.639
H 25.287 20.821 20.641 0.494
H 25.166 19.301 21.460 -0.508
H 23.662 20.209 20.979 -0.479
N 20.261 13.855 17.628 -0.489
S 19.250 14.472 18.469 1.100
O 18.362 15.454 17.879 -0.592
O 19.570 14.675 19.894 -0.326
F 18.418 13.111 18.499 -0.404
S 21.365 15.134 17.595 0.899
O 22.793 14.779 17.871 -0.664
O 20.966 16.490 17.935 -0.241
F 21.400 15.219 15.940 -0.366
N 16.712 19.249 23.816 0.039
S 16.201 20.621 23.682 0.598
O 15.028 21.128 24.404 -0.640
O 16.513 21.264 22.375 -0.104
F 17.331 21.336 24.613 -0.349
S 15.406 18.589 23.074 0.847
O 15.228 18.851 21.652 -0.194
O 14.221 18.382 23.885 -0.640
F 15.941 17.075 23.019 -0.352
N 21.627 18.133 12.884 -0.319
S 21.012 17.795 14.225 0.747
O 21.736 18.076 15.437 -0.001
O 19.984 16.747 14.201 -0.620
F 20.075 19.102 14.264 -0.392
S 22.697 16.829 12.929 0.961
O 22.145 15.475 12.831 -0.545
O 23.952 17.020 13.738 -0.516
F 23.276 17.180 11.483 -0.280
N 18.077 23.860 15.731 0.495
S 19.351 23.491 16.370 -0.318
O 20.276 24.593 16.777 -0.511
O 19.991 22.198 16.064 -0.186
F 18.694 23.157 17.796 -0.109
S 18.731 24.013 14.168 1.165
O 19.313 22.777 13.603 -0.483
O 19.336 25.326 13.909 -0.619
F 17.329 24.056 13.290 -0.324
N 23.022 16.913 21.889 0.437
S 22.908 15.523 22.459 0.278
O 21.564 15.185 22.939 0.365
O 24.110 14.907 23.002 -0.483
F 22.871 14.770 20.994 -0.433
S 23.241 17.744 23.285 -0.295
O 24.637 18.213 23.574 -0.403
O 22.313 17.446 24.392 -0.034
F 22.509 19.131 22.793 -0.078
N 21.689 13.220 27.597 -0.076
S 22.561 13.011 28.802 0.902
O 22.160 13.888 29.910 -0.643
O 23.993 12.721 28.622 -0.603
F 22.103 11.525 29.234 -0.288
S 22.513 14.496 26.901 1.237
O 23.783 14.174 26.260 -0.599
O 22.349 15.799 27.541 -0.582
F 21.475 14.673 25.626 -0.088
C 26.300 24.037 16.524 0.000
F 26.118 25.152 17.209 -0.078
F 26.406 24.205 15.142 -0.129
F 27.442 23.555 16.921 -0.226
S 24.904 22.733 16.941 0.539
O 23.657 23.143 16.301 -0.094
O 25.418 21.570 16.292 -0.299
O 24.822 22.657 18.373 -0.463
C 11.333 21.792 23.735 0.587
F 11.892 22.976 23.963 -0.244
F 11.705 20.926 24.657 -0.206
F 10.026 21.972 23.856 -0.228
S 11.794 21.234 21.882 1.214
O 13.218 21.258 21.686 -0.704
O 11.280 19.866 21.838 -0.698
O 11.135 22.063 20.890 -0.761
C 20.389 27.137 21.471 0.421
F 20.340 27.430 22.745 -0.236
F 19.787 28.117 20.852 -0.232
F 21.676 27.116 21.145 -0.190
S 19.651 25.339 21.090 0.520
O 18.257 25.668 21.096 -0.619
O 20.243 24.981 19.785 -0.420
N 20.166 24.458 22.438 -0.447
S 19.161 23.287 22.427 0.439
O 18.114 23.482 23.443 -0.631
O 18.681 22.761 21.134 0.389
C 20.370 21.919 23.074 -0.104
F 21.353 21.767 22.232 0.161
F 20.726 22.160 24.330 -0.264
F 19.775 20.734 23.102 -0.169
```

Its largest force on an atom is 0.283 hartree/bohr. The calculation puts the total energy at -425934.051 eV. The HOMO energy comes out at -10.32 eV. As for the charge: +2. Its HOMO-LUMO gap is 6.1 eV.